Entry 1:
Density functional theory data (ωB97M-V/def2-TZVPD) for C31H43AsFeN4P2 as an isolated structure at a distorted geometry.

The calculation puts the strongest force on any atom at 2.3 eV/Å. As for the spin multiplicity: 2. The HOMO-LUMO gap (alpha / beta) comes out at 4.93 / 6.53 eV. The value obtained for the energy above the lowest of the compared OMol25 structures with the same formula, charge and spin is 28.5 kcal/mol. The charge is +3. The calculation puts the LUMO energy (alpha / beta) at -10.55 / -8.95 eV.

```
82
C31H43AsFeN4P2 (ωB97M-V/def2-TZVPD)
Fe -0.063 0.296 0.674
C -2.192 -1.832 1.443
N -2.032 -0.407 1.732
C -1.985 -0.156 3.168
C -1.131 1.014 3.478
C -1.268 1.703 4.673
C -0.399 2.737 4.965
C 0.590 3.056 4.043
C 0.667 2.319 2.884
N -0.181 1.317 2.586
C -3.063 0.396 1.078
C -2.920 0.238 -0.398
C -4.007 0.210 -1.252
C -3.787 0.073 -2.616
C -2.484 -0.041 -3.077
C -1.451 -0.001 -2.161
N -1.661 0.138 -0.844
C -0.915 -2.518 1.769
C -0.872 -3.793 2.301
C 0.360 -4.390 2.518
C 1.510 -3.668 2.239
C 1.377 -2.383 1.752
N 0.191 -1.818 1.489
H -2.380 -1.955 0.375
H -3.040 -2.268 1.979
H -1.540 -1.024 3.660
H -2.988 -0.030 3.587
H -2.047 1.420 5.369
H -0.483 3.285 5.894
H 1.289 3.861 4.220
H 1.438 2.521 2.160
H -2.905 1.445 1.353
H -4.070 0.119 1.407
H -5.009 0.289 -0.853
H -4.620 0.067 -3.307
H -2.269 -0.143 -4.132
H -0.419 -0.069 -2.478
H -1.789 -4.313 2.546
H 0.423 -5.398 2.906
H 2.492 -4.084 2.413
H 2.248 -1.763 1.601
C -1.654 3.093 -1.225
P -0.135 2.673 -0.316
C 0.223 4.231 0.563
C 1.198 2.690 -1.535
C 1.191 3.621 -2.575
C 2.302 3.742 -3.395
C 3.435 2.973 -3.152
C 3.442 2.049 -2.119
C 2.308 1.886 -1.325
P 2.267 0.646 -0.008
C 3.078 -0.778 -0.799
C 3.496 1.260 1.206
H -1.712 4.175 -1.338
H -2.532 2.763 -0.670
H -1.658 2.612 -2.200
H 0.232 5.014 -0.196
H 1.194 4.206 1.050
H -0.547 4.451 1.304
H 0.329 4.254 -2.747
H 2.286 4.440 -4.221
H 4.317 3.098 -3.766
H 4.338 1.468 -1.939
H 4.136 -0.562 -0.945
H 2.601 -0.975 -1.757
H 2.990 -1.667 -0.180
H 3.663 2.323 1.036
H 4.435 0.725 1.068
H 3.165 1.112 2.234
C -0.135 -2.798 -3.841
As 0.167 -3.085 -1.929
C -1.065 -4.580 -1.679
C 1.883 -4.017 -2.022
H 0.099 -3.724 -4.367
H 0.497 -2.005 -4.241
H -1.182 -2.557 -4.021
H -0.863 -5.328 -2.447
H -2.092 -4.236 -1.791
H -0.938 -5.037 -0.699
H 1.750 -4.951 -2.568
H 2.266 -4.246 -1.029
H 2.606 -3.404 -2.559
```

And the Löwdin charges, in e, turn out to be: atom 1 (Fe): 0.54, atom 2 (C): -0.10, atom 3 (N): -0.19, atom 4 (C): -0.09, atom 5 (C): -0.23, atom 6 (C): 0.03, atom 7 (C): 0.02, atom 8 (C): 0.00, atom 9 (C): -0.16, atom 10 (N): 0.05, atom 11 (C): -0.10, atom 12 (C): -0.30, atom 13 (C): 0.03, atom 14 (C): 0.02, atom 15 (C): -0.02, atom 16 (C): -0.16, atom 17 (N): 0.01, atom 18 (C): -0.28, atom 19 (C): 0.02, atom 20 (C): 0.01, atom 21 (C): -0.01, atom 22 (C): -0.13, atom 23 (N): 0.06, atom 24 (H): 0.13, atom 25 (H): 0.16, atom 26 (H): 0.15, atom 27 (H): 0.16, atom 28 (H): 0.14, atom 29 (H): 0.14, atom 30 (H): 0.13, atom 31 (H): 0.06, atom 32 (H): 0.14, atom 33 (H): 0.15, atom 34 (H): 0.14, atom 35 (H): 0.14, atom 36 (H): 0.13, atom 37 (H): 0.10, atom 38 (H): 0.14, atom 39 (H): 0.14, atom 40 (H): 0.13, atom 41 (H): 0.08, atom 42 (C): -0.20, atom 43 (P): 0.97, atom 44 (C): -0.20, atom 45 (C): -0.39, atom 46 (C): -0.06, atom 47 (C): -0.01, atom 48 (C): -0.01, atom 49 (C): -0.05, atom 50 (C): -0.39, atom 51 (P): 0.92, atom 52 (C): -0.22, atom 53 (C): -0.19, atom 54 (H): 0.07, atom 55 (H): 0.05, atom 56 (H): 0.06, atom 57 (H): 0.07, atom 58 (H): 0.05, atom 59 (H): 0.07, atom 60 (H): 0.12, atom 61 (H): 0.13, atom 62 (H): 0.13, atom 63 (H): 0.12, atom 64 (H): 0.07, atom 65 (H): 0.04, atom 66 (H): 0.02, atom 67 (H): 0.07, atom 68 (H): 0.07, atom 69 (H): 0.04, atom 70 (C): -0.32, atom 71 (As): 1.00, atom 72 (C): -0.32, atom 73 (C): -0.32, atom 74 (H): 0.04, atom 75 (H): 0.02, atom 76 (H): 0.01, atom 77 (H): 0.04, atom 78 (H): 0.02, atom 79 (H): 0.01, atom 80 (H): 0.04, atom 81 (H): 0.01, atom 82 (H): 0.02

---

Entry 2:
Density functional theory data (ωB97M-V/def2-TZVPD) for C22H26BrN5OS2V as an isolated structure at a distorted geometry.

The calculation puts the strongest force on any atom at 3.4 eV/Å. As for the spin multiplicity: 2. The HOMO-LUMO gap (alpha / beta) comes out at 4.07 / 4.66 eV. The value obtained for the energy above the lowest of the compared OMol25 structures with the same formula, charge and spin is 58.3 kcal/mol. The charge is +4. The calculation puts the LUMO energy (alpha / beta) at -14.83 / -14.25 eV.

```
58
C22H26BrN5OS2V (ωB97M-V/def2-TZVPD)
V 0.772 -0.083 0.910
C -1.241 -2.660 3.452
C -0.715 -1.524 2.673
N 0.500 -1.409 2.208
N 1.628 -2.037 2.697
C 2.456 -1.122 3.290
N 3.467 -1.485 4.028
S 2.082 0.531 2.982
C -1.469 -0.289 2.424
C -2.734 -0.034 2.921
C -3.218 1.275 2.903
C -2.413 2.291 2.412
C -1.170 1.967 1.881
N -0.717 0.712 1.865
H -1.391 -2.374 4.501
H -2.227 -2.945 3.075
H -0.595 -3.534 3.419
H 1.617 -3.016 2.965
H 3.683 -2.448 4.267
H 4.054 -0.780 4.461
H -3.320 -0.833 3.357
H -4.203 1.500 3.293
H -2.739 3.323 2.432
H -0.515 2.730 1.475
C 5.696 2.382 0.009
C 4.721 1.274 -0.201
C 5.076 0.122 -0.925
C 4.165 -0.903 -1.142
C 2.912 -0.753 -0.598
Br 1.554 -2.078 -0.812
N 2.543 0.311 0.127
C 3.433 1.314 0.310
H 5.915 2.884 -0.937
H 6.647 1.980 0.362
H 5.342 3.129 0.715
H 6.079 0.034 -1.329
H 4.415 -1.778 -1.728
H 3.093 2.174 0.872
C -4.881 -1.730 -4.857
C -3.960 -0.957 -3.986
C -2.599 -1.290 -3.888
C -1.747 -0.589 -3.060
C -2.262 0.469 -2.317
C -3.604 0.835 -2.392
C -4.438 0.128 -3.235
S -1.217 1.487 -1.310
C -0.247 2.340 -2.559
O -0.160 0.512 -0.661
H -4.438 -2.644 -5.242
H -5.201 -1.131 -5.717
H -5.815 -1.958 -4.341
H -2.209 -2.096 -4.496
H -0.696 -0.848 -3.008
H -3.993 1.669 -1.818
H -5.478 0.415 -3.317
H 0.241 1.607 -3.200
H 0.472 2.999 -2.073
H -0.953 2.936 -3.139
```

And the Löwdin charges, in e, turn out to be: atom 1 (V): 0.84, atom 2 (C): 0.06, atom 3 (C): -0.16, atom 4 (N): -0.18, atom 5 (N): 0.06, atom 6 (C): -0.66, atom 7 (N): 0.22, atom 8 (S): 0.94, atom 9 (C): -0.17, atom 10 (C): 0.09, atom 11 (C): 0.07, atom 12 (C): 0.06, atom 13 (C): -0.06, atom 14 (N): -0.08, atom 15 (H): 0.14, atom 16 (H): 0.13, atom 17 (H): 0.11, atom 18 (H): 0.19, atom 19 (H): 0.17, atom 20 (H): 0.16, atom 21 (H): 0.15, atom 22 (H): 0.15, atom 23 (H): 0.15, atom 24 (H): 0.15, atom 25 (C): 0.00, atom 26 (C): -0.19, atom 27 (C): 0.09, atom 28 (C): -0.01, atom 29 (C): -0.63, atom 30 (Br): 1.03, atom 31 (N): -0.15, atom 32 (C): -0.07, atom 33 (H): 0.12, atom 34 (H): 0.11, atom 35 (H): 0.10, atom 36 (H): 0.16, atom 37 (H): 0.14, atom 38 (H): 0.13, atom 39 (C): -0.01, atom 40 (C): -0.21, atom 41 (C): 0.01, atom 42 (C): -0.07, atom 43 (C): -0.42, atom 44 (C): -0.06, atom 45 (C): 0.01, atom 46 (S): 1.11, atom 47 (C): -0.16, atom 48 (O): -0.62, atom 49 (H): 0.10, atom 50 (H): 0.12, atom 51 (H): 0.11, atom 52 (H): 0.13, atom 53 (H): 0.10, atom 54 (H): 0.12, atom 55 (H): 0.14, atom 56 (H): 0.08, atom 57 (H): 0.07, atom 58 (H): 0.10

---

Entry 3:
Density functional theory data (ωB97M-V/def2-TZVPD) for an isolated ion of composition C2HClNOS2 and charge -1 at a distorted geometry.

The calculation puts the strongest force on any atom at 3.3 eV/Å. As for the spin multiplicity: 1. The HOMO-LUMO gap comes out at 7.20 eV. The value obtained for the energy above the lowest of the compared OMol25 structures with the same formula, charge and spin is 82.4 kcal/mol. The charge is -1. The calculation puts the LUMO energy at 3.24 eV.

```
8
C2HClNOS2 (ωB97M-V/def2-TZVPD)
C -1.411 0.886 0.407
C 0.830 0.694 -0.188
N -0.369 1.007 -0.334
O -0.428 -1.245 1.086
S 2.317 1.237 -0.634
S 0.953 -0.994 0.719
Cl -2.845 0.251 -0.680
H 0.953 -1.835 -0.376
```

And the Löwdin charges, in e, turn out to be: atom 1 (C): -0.45, atom 2 (C): -1.15, atom 3 (N): -0.17, atom 4 (O): -0.66, atom 5 (S): 0.43, atom 6 (S): 0.79, atom 7 (Cl): 0.23, atom 8 (H): -0.02

---

Entry 4:
Density functional theory data (ωB97M-V/def2-TZVPD) for a 2-piece molecular cluster, C9H11NO overall at a distorted geometry.

The calculation puts the strongest force on any atom at 7.0 eV/Å. As for the spin multiplicity: 1. The HOMO-LUMO gap comes out at 7.95 eV. The value obtained for the energy above the lowest of the compared OMol25 structures with the same formula, charge and spin is 108.2 kcal/mol. The calculation puts the LUMO energy at -0.32 eV.

```
22
C9H11NO (ωB97M-V/def2-TZVPD)
C -0.597 0.855 1.778
C 0.404 0.454 2.703
C 1.603 -0.068 2.223
C 1.721 -0.486 0.949
C 0.722 -0.262 -0.010
C 1.036 -0.734 -1.427
C -0.189 -0.636 -2.332
C -1.503 0.625 -0.726
C -0.395 0.418 0.380
H -2.561 0.645 1.518
H 0.060 0.347 3.904
H 2.316 -0.643 3.004
H 2.743 -0.906 0.722
H 1.852 0.002 -1.765
H 1.439 -1.836 -1.393
H -0.766 -1.750 -2.263
H 0.226 -0.608 -3.288
H -1.439 1.006 -2.693
H -2.290 -0.127 -0.822
H -1.910 1.675 -0.572
N -0.797 0.510 -2.002
O -1.678 1.519 2.112
```

And the Löwdin charges, in e, turn out to be: atom 1 (C): -0.40, atom 2 (C): -0.05, atom 3 (C): -0.15, atom 4 (C): -0.11, atom 5 (C): -0.20, atom 6 (C): -0.14, atom 7 (C): -0.33, atom 8 (C): -0.14, atom 9 (C): -0.08, atom 10 (H): 0.33, atom 11 (H): 0.17, atom 12 (H): 0.15, atom 13 (H): 0.13, atom 14 (H): 0.14, atom 15 (H): 0.15, atom 16 (H): 0.17, atom 17 (H): 0.09, atom 18 (H): 0.16, atom 19 (H): 0.11, atom 20 (H): 0.14, atom 21 (N): -0.12, atom 22 (O): -0.02